# 1
# C34H50N6O22S5

C34H50N6O22S5 as an isolated structure (ωB97M-V/def2-TZVPD, the Open Molecules 2025 dataset).

Positions of all 117 atoms, in Å:
O  19.771389  -23.702555  19.038336
C  19.727828  -23.295582  20.171501
N  19.497256  -22.003926  20.379163
C  19.866056  -24.287658  21.327827
H  19.401237  -21.426743  19.555898
H  19.806862  -21.599720  21.251431
H  19.997898  -25.363390  21.211527
H  18.925214  -24.257276  21.877355
H  20.616300  -24.153481  22.107069
O  21.977937  -35.695962  21.030594
C  21.178624  -34.762754  21.407330
N  20.955470  -34.598083  22.648234
C  20.601895  -33.770461  20.432783
H  20.484112  -33.760295  22.958126
H  21.265854  -35.238632  23.364786
H  19.787167  -33.168974  20.835946
H  20.268759  -34.303341  19.542184
H  21.390976  -33.051141  20.213604
N  16.191336  -24.283758  28.545499
C  15.314427  -23.264341  28.543746
C  15.368613  -22.233990  27.671579
C  16.259544  -22.202696  26.616687
C  17.138589  -23.320311  26.593645
C  17.115334  -24.251811  27.624792
H  14.713428  -23.097439  29.425418
H  14.655154  -21.438530  27.828462
H  16.248186  -21.422192  25.870308
H  17.980749  -23.214448  25.925841
H  17.815277  -25.074206  27.612898
N  16.439426  -32.770045  32.560518
C  15.361983  -33.271889  31.848438
C  14.538725  -32.541154  31.039463
C  14.872970  -31.189277  30.885321
C  15.955403  -30.677331  31.631257
C  16.625322  -31.403907  32.517322
H  15.180081  -34.336432  31.840858
H  13.677837  -32.991388  30.567718
H  14.272643  -30.539199  30.266101
H  16.320415  -29.719627  31.290703
H  17.555899  -31.045852  32.932317
N  23.261449  -35.887242  29.065828
C  21.859937  -35.706720  29.062964
C  21.180037  -34.650048  28.511812
C  21.931876  -33.768076  27.676378
C  23.373501  -33.869783  27.703042
C  23.966670  -34.890053  28.508485
H  21.318661  -36.368348  29.723022
H  20.101813  -34.597937  28.478126
H  21.487333  -32.933522  27.154554
H  24.076179  -33.223152  27.198546
H  25.038813  -35.016595  28.478782
N  9.739359  -24.857611  27.871287
C  10.269408  -24.674049  26.645167
C  10.066433  -23.501444  25.870544
C  9.331920  -22.431776  26.472341
C  8.734969  -22.637564  27.723447
C  8.884620  -23.895838  28.331400
H  10.858803  -25.516916  26.315637
H  10.568798  -23.392435  24.920733
H  9.134389  -21.582731  25.834778
H  8.091222  -21.919731  28.209987
H  8.374849  -24.008564  29.276825
C  24.553560  -27.702619  29.308566
C  23.032395  -27.726130  29.081432
O  22.615441  -26.497042  28.549147
S  23.814309  -25.538818  28.165079
O  23.779308  -24.280618  28.916736
O  23.785639  -25.343405  26.746162
O  24.970984  -26.573439  28.752111
H  25.021355  -28.459897  28.679448
H  24.793135  -27.805620  30.366919
H  22.577411  -27.915224  30.053710
H  22.613552  -28.479756  28.414555
C  14.954471  -31.178026  25.096957
C  14.951642  -29.648670  25.192452
O  15.926327  -29.219492  24.384007
S  17.245652  -30.111123  24.584868
O  17.703176  -29.926029  25.946522
O  18.171236  -30.169791  23.503177
O  16.304582  -31.489615  24.702350
H  14.108108  -31.511442  24.496459
H  14.823450  -31.480136  26.136027
H  15.063300  -29.308748  26.222063
H  14.165282  -29.175038  24.604739
C  8.816678  -31.478601  28.096839
C  8.434848  -31.041282  26.682762
O  9.134947  -31.860299  25.763301
S  8.972163  -33.422678  26.302165
O  10.248930  -34.143253  25.958848
O  7.728120  -34.000347  25.917038
O  8.992428  -32.891890  27.861369
H  8.013659  -31.370755  28.825962
H  9.653060  -30.875679  28.450476
H  8.729092  -30.027676  26.410469
H  7.365270  -31.151884  26.504333
C  9.894079  -32.602530  20.757124
C  8.965682  -32.114261  19.696523
O  9.237901  -30.729658  19.417388
S  10.238455  -30.064750  20.475893
O  9.464034  -29.552116  21.616040
O  11.288971  -29.226039  19.927047
O  10.811281  -31.579285  20.919484
H  10.633478  -33.315193  20.391736
H  9.468292  -32.951299  21.697951
H  7.959204  -32.289083  20.076718
H  8.957348  -32.531021  18.689378
C  16.573471  -37.318521  24.533080
C  15.223622  -38.122452  24.687409
O  15.246289  -38.291954  26.110417
S  16.791327  -38.512477  26.741134
O  17.359154  -39.869535  26.514667
O  16.752963  -38.062718  28.118490
O  17.333736  -37.454379  25.736934
H  16.319096  -36.270638  24.373880
H  17.074258  -37.661264  23.627631
H  15.252198  -39.037570  24.095937
H  14.323857  -37.572191  24.412180

Cartesian forces, eV/Å:
O -0.1 -0.7 -1.3
C 1.0 -2.4 -0.5
N -0.1 1.5 1.6
C -0.6 0.0 1.8
H 0.2 -0.1 0.2
H -0.3 0.2 -0.2
H -0.1 0.2 -1.6
H -0.2 0.3 0.2
H 0.2 1.1 -0.1
O -2.5 2.4 0.5
C 3.9 -3.5 -4.7
N -1.6 1.4 4.6
C 0.0 0.1 0.2
H -0.1 -0.3 0.1
H 0.3 0.0 -0.4
H -0.2 -0.2 0.1
H 0.2 0.2 0.0
H 0.1 -0.2 -0.4
N -1.1 0.3 1.1
C 1.2 -0.6 1.4
C -0.9 1.6 -1.1
C 0.6 -2.2 0.5
C 0.2 2.6 -0.1
C 0.0 -0.4 -1.5
H -0.5 -0.7 0.0
H 0.0 0.2 -0.1
H 0.2 0.0 0.0
H 0.0 -0.7 -0.3
H 0.3 0.0 0.1
N -2.0 0.4 -0.4
C 2.2 0.2 1.3
C -0.1 2.0 -0.1
C 0.0 -0.7 0.9
C -2.0 1.9 -2.9
C 1.5 -4.0 -0.2
H 0.4 -0.2 0.5
H 0.1 0.0 -0.2
H 0.2 0.1 -0.2
H -0.1 0.5 0.6
H -0.2 0.0 0.6
N -2.2 1.6 0.1
C 2.4 -0.1 1.1
C 1.3 0.7 -2.3
C 2.4 -0.3 1.3
C -1.7 -0.9 1.3
C -1.7 -0.7 -1.5
H 0.1 -0.5 -0.3
H 0.0 0.0 0.4
H -0.2 -0.1 -0.2
H -0.4 0.3 -0.2
H 0.2 0.1 0.3
N -1.5 0.9 -0.3
C -0.7 1.1 0.6
C -0.2 0.1 2.1
C 0.3 -1.8 -0.8
C 0.2 -1.1 -0.7
C 1.7 0.6 -0.8
H 0.2 0.1 -0.3
H -0.2 0.0 -0.1
H 0.1 0.4 0.4
H 0.0 0.2 -0.2
H 0.2 -0.6 0.2
C -1.4 -3.0 -0.5
C -1.0 -1.6 1.0
O 0.1 0.9 0.3
S -0.3 2.7 0.8
O 0.4 -2.9 -0.6
O 0.8 -1.1 0.7
O 1.0 5.4 -2.1
H 0.0 -0.7 0.7
H 0.2 0.2 -0.1
H -0.4 0.4 -0.1
H 0.6 -0.2 -0.1
C 0.3 1.0 1.6
C -2.8 -0.1 0.4
O 5.1 1.7 -2.7
S -1.1 -1.9 2.9
O 0.0 0.3 -1.6
O -1.3 0.3 0.4
O 0.3 0.1 -1.2
H 0.8 -0.6 -0.6
H 0.0 -0.7 -0.2
H -0.1 0.2 -0.1
H -1.2 -0.3 1.2
C -0.8 0.0 -1.4
C -0.8 1.3 -0.4
O 0.0 -2.1 0.1
S 4.4 0.7 -0.5
O -4.0 2.3 1.3
O 0.4 0.4 0.6
O 0.5 -1.5 0.1
H -0.1 0.0 -0.2
H 0.7 -1.0 0.0
H -0.1 0.0 0.3
H -0.1 0.0 0.1
C 2.0 -1.1 -0.6
C -2.0 -0.1 -1.0
O 0.4 1.1 0.2
S -0.4 -0.4 2.8
O 1.4 -0.8 -2.3
O -1.9 -2.0 0.4
O 1.5 4.0 0.6
H -0.9 -1.1 -0.1
H -0.3 0.3 -0.1
H -0.3 0.8 -0.1
H 0.6 -0.6 0.3
C -1.6 0.2 -1.4
C 1.9 0.5 0.9
O 0.1 -1.6 1.1
S -1.4 -3.0 1.0
O -1.6 3.7 -0.1
O 0.1 -0.1 -2.5
O 1.3 0.6 -0.6
H 0.4 0.1 0.4
H 0.6 -0.1 0.5
H 0.0 -0.3 0.5
H 0.2 0.2 0.3

For the frontier orbital gap, the calculation gives 9.05 eV.

# 2
# C6H9N

One molecule with the formula C6H9N (ωB97M-V/def2-TZVPD, the Open Molecules 2025 dataset).

Positions of all 16 atoms, in Å:
C  1.609736  -0.667489  0.939306
C  0.475471  -0.202491  0.071918
C  0.599930  0.720865  -1.099452
C  -0.265983  1.116311  0.066713
C  -1.638536  0.369890  0.089931
N  -1.795979  -0.813658  -1.028042
C  -0.914489  -0.925390  0.054687
H  1.261113  -0.907085  1.953412
H  2.381732  0.106772  1.027001
H  2.082998  -1.568681  0.526780
H  1.543556  1.259311  -1.163542
H  0.164165  0.468929  -2.065260
H  -0.080226  2.010977  0.658526
H  -2.476698  0.602757  0.731746
H  -1.810349  0.185367  -1.489780
H  -1.136436  -1.756390  0.726058

Cartesian forces, eV/Å:
C 0.0 0.0 0.0
C 0.1 0.0 -0.1
C 0.0 0.0 -0.2
C -0.2 0.1 -0.2
C -0.1 -1.1 1.7
N -1.2 3.1 -1.1
C 0.5 0.4 1.0
H 0.0 0.1 -0.2
H -0.1 -0.1 0.0
H -0.1 0.2 0.1
H -0.2 -0.1 0.0
H 0.1 0.0 0.2
H -0.1 -0.2 -0.2
H 0.0 0.0 -0.2
H 0.9 -2.3 -0.5
H 0.2 0.2 -0.3

For the frontier orbital gap, the calculation gives 9.47 eV. As for the SMILES: C[C@]12C[C@H]1[C@H]1N[C@H]12.

Which of these has the highest frontier orbital gap? C6H9N

frontier orbital gap of number 2 (C6H9N)? 9.47 eV

What is the formula in the first record? C34H50N6O22S5